[1]
{"formula": "C16H21N5O3S", "method": "wB97M-V/def2-TZVPD", "symbols": ["C", "H", "H", "H", "O", "C", "N", "C", "N", "C", "H", "C", "H", "H", "C", "C", "O", "N", "H", "C", "C", "C", "C", "C", "S", "H", "H", "H", "H", "H", "C", "H", "C", "H", "H", "H", "H", "H", "N", "C", "N", "O", "C", "H", "H", "H"], "coordinates": [[-0.978, -4.068, -0.677], [-1.849, -4.457, -1.199], [-1.159, -4.031, 0.399], [-0.105, -4.696, -0.861], [-0.772, -2.763, -1.193], [0.272, -2.100, -0.705], [0.439, -0.882, -1.189], [1.502, -0.228, -0.703], [1.757, 0.996, -1.184], [0.782, 1.697, -1.985], [1.255, 2.000, -2.926], [0.273, 2.937, -1.222], [-0.799, 3.074, -1.373], [0.764, 3.834, -1.607], [0.618, 2.834, 0.265], [0.011, 1.648, 1.029], [0.477, 1.280, 2.089], [-1.127, 1.124, 0.530], [-1.391, 1.274, -0.429], [-1.785, 0.013, 1.202], [-3.145, -0.187, 0.634], [-3.477, -0.875, -0.493], [-4.859, -0.824, -0.782], [-5.554, -0.092, 0.124], [-4.538, 0.554, 1.352], [-6.606, 0.112, 0.153], [-5.311, -1.314, -1.625], [-2.754, -1.405, -1.088], [-1.822, 0.252, 2.269], [-1.194, -0.904, 1.081], [2.143, 2.797, 0.437], [2.354, 2.449, 1.449], [2.768, 1.841, -0.599], [3.229, 2.407, -1.415], [3.517, 1.201, -0.138], [2.561, 3.797, 0.321], [0.231, 3.721, 0.782], [-0.014, 0.989, -2.213], [2.346, -0.734, 0.202], [2.044, -1.940, 0.640], [1.027, -2.684, 0.213], [2.788, -2.493, 1.582], [3.825, -1.684, 2.108], [3.417, -0.749, 2.497], [4.563, -1.455, 1.337], [4.278, -2.267, 2.907]], "forces_ev_per_a": [[-0.11, -0.47, 0.18], [0.05, 0.03, 0.03], [-0.01, -0.04, -0.09], [-0.10, 0.01, 0.01], [0.05, 0.28, -0.18], [0.59, 0.31, 0.31], [-0.27, -0.06, -0.25], [-0.13, -0.88, -0.15], [-0.01, 0.13, -0.06], [-0.20, 0.08, -0.36], [-0.10, -0.05, 0.03], [0.02, -0.02, 0.14], [-0.01, 0.05, -0.07], [-0.09, 0.02, 0.01], [0.22, 0.09, 0.12], [-0.18, 0.61, -0.27], [0.15, -0.22, 0.35], [-0.27, -0.12, -0.06], [0.06, 0.09, 0.03], [0.27, 0.04, 0.15], [-0.34, 0.12, 0.17], [0.15, 0.05, 0.19], [-0.22, 0.07, -0.01], [0.07, 0.21, 0.30], [0.21, -0.38, -0.48], [-0.23, 0.00, -0.04], [-0.12, -0.07, -0.13], [0.19, -0.09, -0.08], [0.04, -0.14, -0.12], [-0.09, 0.11, 0.12], [-0.07, -0.04, 0.09], [0.04, 0.08, -0.06], [0.35, 0.17, 0.17], [0.02, -0.07, 0.03], [0.01, 0.17, -0.12], [-0.01, 0.03, 0.00], [0.01, -0.12, -0.03], [0.10, 0.20, -0.06], [0.34, 0.00, 0.36], [-0.39, 0.33, -0.52], [-0.15, -0.47, 0.16], [-0.21, -0.26, -0.07], [0.38, 0.28, 0.21], [0.07, -0.08, 0.00], [-0.03, -0.02, 0.09], [-0.03, 0.03, -0.05]], "charge": 0, "lumo_ev": 0.719, "energy_ev": -41362.4821, "homo_ha": -0.3262, "de_lowest_kj_mol": 120.4}

[2]
{"formula": "C6H10O2S2", "method": "wB97M-V/def2-TZVPD", "symbols": ["C", "C", "C", "C", "C", "C", "O", "O", "S", "S", "H", "H", "H", "H", "H", "H", "H", "H", "H", "H"], "coordinates": [[-2.285, 1.065, -0.684], [-0.925, 1.555, -0.945], [1.309, -2.747, 0.631], [1.361, -1.180, 0.594], [0.107, -0.594, -0.007], [0.262, 0.932, -0.179], [-3.253, 0.974, 0.004], [-1.717, 0.573, -1.721], [-0.742, 3.162, -1.667], [0.578, 1.946, 1.359], [0.659, -2.997, -0.097], [0.805, -3.045, 1.499], [2.378, -3.205, 0.550], [1.687, -0.912, 1.567], [2.078, -0.824, -0.045], [-0.140, -0.855, -1.016], [-0.566, -0.792, 0.838], [1.138, 1.358, -0.843], [-2.033, 3.532, -1.676], [-0.699, 2.054, 1.838]], "forces_ev_per_a": [[0.28, 0.86, 2.28], [-0.79, 0.48, 1.67], [3.72, 1.96, 0.69], [-0.29, -2.51, -0.55], [0.64, 2.14, 2.38], [0.62, 2.55, -0.89], [-0.04, -0.06, -0.63], [-0.22, -1.58, -2.51], [0.52, 0.03, -0.20], [-0.63, -0.41, -0.24], [-1.56, -1.53, -3.01], [-0.29, -0.58, 1.69], [-2.19, 0.61, 0.10], [-0.48, 1.12, 0.99], [2.60, 0.32, -1.58], [-0.26, -1.44, -0.10], [-1.24, 0.20, -1.10], [-0.92, -1.73, 1.26], [0.02, -0.21, 0.13], [0.51, -0.23, -0.37]], "charge": 0, "lumo_ev": 0.554, "energy_ev": -32146.9774, "homo_ha": -0.3469, "de_lowest_kj_mol": 251.5}

[3]
{"formula": "C4H13N2Si", "method": "wB97M-V/def2-TZVPD", "symbols": ["C", "C", "C", "C", "N", "N", "Si", "H", "H", "H", "H", "H", "H", "H", "H", "H", "H", "H", "H", "H"], "coordinates": [[0.173, -0.480, -0.625], [0.074, -1.444, -2.800], [-1.961, 0.095, 1.337], [0.229, 0.734, 0.286], [-0.112, -0.370, -1.859], [-0.542, 0.429, 1.555], [2.126, 1.146, 0.554], [0.560, -1.515, -0.116], [-0.845, -1.604, -3.248], [0.609, -2.320, -2.379], [0.667, -0.993, -3.577], [-2.574, 0.973, 1.057], [-2.028, -0.728, 0.530], [-2.484, -0.072, 2.312], [-0.280, 1.644, -0.296], [0.013, -0.303, 2.079], [-0.369, 1.183, 2.303], [2.357, 2.633, 0.580], [2.647, 0.885, -0.745], [2.314, 0.456, 1.812]], "forces_ev_per_a": [[0.66, -1.76, -0.19], [1.95, 0.49, 1.25], [-1.84, -0.50, 0.06], [-0.80, 1.69, -1.74], [0.25, 0.41, 1.96], [2.07, 0.94, 2.08], [-1.41, 1.73, -0.26], [-0.76, 2.03, -1.14], [-1.86, -0.94, -0.77], [-0.60, 0.22, -0.29], [0.50, -0.08, -0.45], [1.02, -0.12, -0.70], [-0.06, 1.33, 1.70], [0.86, -0.93, -0.69], [0.86, -2.01, 1.44], [-1.07, 0.02, -1.04], [-0.90, -0.60, -1.67], [-0.29, -0.50, 0.62], [0.72, -0.99, -0.56], [0.72, -0.43, 0.37]], "charge": 1, "lumo_ev": -3.547, "energy_ev": -15207.5330, "homo_ha": -0.4970, "de_lowest_kj_mol": 362.5}